# 1
{
  "formula": "C5H6OS2",
  "method": "ωB97M-V/def2-TZVPD",
  "de_lowest_kj_mol": 117.0,
  "total_charge": 0,
  "e_homo_ev": -8.85,
  "elements": ["C", "C", "C", "C", "C", "H", "H", "H", "H", "H", "H", "O", "S", "S"],
  "positions_angstrom": [[0.55276, -0.26336, 0.23454], [1.35366, 1.03888, 0.60389], [1.28724, 1.19530, -0.92427], [1.43010, -0.32842, -1.05071], [-0.68377, 0.40483, -0.36376], [1.51495, -1.85182, 1.56086], [0.84738, 1.81112, 1.20510], [2.33847, 0.79720, 0.95689], [1.84536, 1.95273, -1.48929], [2.41380, -0.71289, -0.86282], [0.98852, -0.79871, -1.92406], [-0.15123, 1.36948, -1.13150], [0.22758, -1.62426, 1.34219], [-2.25124, 0.09695, -0.17924]]
}

# 2
{
  "formula": "C32H88N8O16S2Sr2",
  "method": "ωB97M-V/def2-TZVPD",
  "de_lowest_kj_mol": 319.7,
  "total_charge": 0,
  "e_homo_ev": -6.08,
  "elements": ["Sr", "Sr", "S", "O", "O", "O", "O", "S", "O", "O", "O", "O", "C", "C", "C", "O", "C", "N", "H", "H", "H", "H", "H", "H", "H", "H", "H", "H", "H", "C", "C", "C", "O", "C", "N", "H", "H", "H", "H", "H", "H", "H", "H", "H", "H", "H", "C", "C", "C", "O", "C", "N", "H", "H", "H", "H", "H", "H", "H", "H", "H", "H", "H", "C", "C", "C", "O", "C", "N", "H", "H", "H", "H", "H", "H", "H", "H", "H", "H", "H", "C", "C", "C", "O", "C", "N", "H", "H", "H", "H", "H", "H", "H", "H", "H", "H", "H", "C", "C", "C", "O", "C", "N", "H", "H", "H", "H", "H", "H", "H", "H", "H", "H", "H", "C", "C", "C", "O", "C", "N", "H", "H", "H", "H", "H", "H", "H", "H", "H", "H", "H", "C", "C", "C", "O", "C", "N", "H", "H", "H", "H", "H", "H", "H", "H", "H", "H", "H"],
  "positions_angstrom": [[-1.47484, 1.95219, -0.80455], [-1.51397, 0.01270, 3.44560], [-2.36758, 3.54176, 2.36218], [-3.59393, 4.36208, 2.70748], [-2.19012, 3.49196, 0.90185], [-1.43134, 4.53266, 2.96958], [-2.29283, 2.19679, 2.94153], [-0.29854, -0.59623, 0.70332], [0.39054, -0.80440, 1.94598], [0.40990, 0.26112, -0.24732], [-0.63433, -1.84156, 0.04263], [-1.48333, 0.24854, 1.04937], [-4.35868, -2.09435, -1.54591], [-4.01933, -0.58448, -1.76745], [-4.43846, 0.25552, -0.58606], [-4.09389, 1.59447, -0.83539], [-4.85005, 2.46991, 0.03569], [-2.57771, -0.34220, -1.87899], [-4.36901, -2.62795, -2.49339], [-5.31363, -2.07945, -1.01868], [-3.59064, -2.51435, -0.89388], [-4.54518, -0.22246, -2.65238], [-4.03512, -0.07579, 0.38161], [-5.51421, 0.14819, -0.37939], [-5.77297, 2.63092, -0.54199], [-4.31129, 3.40987, 0.04879], [-5.23621, 2.04909, 0.96161], [-2.38180, -0.43563, -2.87081], [-2.06552, -1.06894, -1.38524], [-3.37994, 3.44899, -4.67226], [-2.54008, 2.80029, -3.55960], [-1.25810, 2.23527, -4.14621], [-0.50011, 1.59594, -3.14974], [0.31054, 0.57384, -3.67292], [-2.15155, 3.77012, -2.51763], [-3.67927, 2.71690, -5.42487], [-2.76826, 4.19830, -5.18105], [-4.28125, 3.93495, -4.30148], [-3.17847, 2.02688, -3.12649], [-0.68087, 3.02449, -4.64775], [-1.50234, 1.58214, -4.99209], [-0.27914, -0.14022, -4.25659], [0.82344, 0.08424, -2.85102], [1.09613, 0.89114, -4.37077], [-2.89621, 4.37825, -2.19448], [-1.46361, 4.37560, -2.95594], [-3.24218, -4.21562, 1.93028], [-3.11332, -2.80092, 2.47621], [-4.34105, -2.03688, 2.99130], [-3.89953, -0.74399, 3.35837], [-4.89620, 0.05979, 3.96650], [-1.89087, -2.69784, 3.29298], [-2.31707, -4.30681, 1.35298], [-4.02808, -4.33030, 1.18360], [-3.18882, -4.98887, 2.69690], [-2.82450, -2.19540, 1.60601], [-4.88999, -2.52665, 3.80080], [-4.99871, -1.89506, 2.12684], [-4.50962, 0.86571, 4.59011], [-5.51186, -0.44859, 4.71895], [-5.55900, 0.38678, 3.16385], [-2.15381, -3.20778, 4.13970], [-1.21188, -3.33016, 2.87006], [1.40226, 3.82120, 1.06817], [1.37112, 4.26342, -0.40995], [2.73897, 4.77358, -0.82861], [2.61050, 5.26788, -2.17055], [3.85302, 5.69519, -2.73172], [0.92365, 3.12113, -1.23460], [0.45534, 3.35020, 1.33301], [1.59247, 4.56821, 1.83654], [2.16916, 3.04392, 1.16762], [0.60191, 5.03768, -0.37096], [3.39919, 3.91959, -0.64638], [3.09642, 5.62031, -0.23761], [4.64822, 5.55496, -1.99618], [3.80532, 6.76299, -2.94870], [4.15114, 5.14590, -3.62342], [1.72119, 2.48701, -1.33752], [0.84082, 3.51423, -2.17036], [4.21215, -0.43763, 0.72092], [3.98645, 0.71853, -0.23716], [5.22937, 0.85701, -1.15999], [5.13177, 2.05196, -1.89522], [4.66729, 1.96398, -3.21186], [2.87075, 0.49050, -1.16735], [5.17016, -0.29741, 1.22751], [4.26095, -1.39364, 0.19437], [3.37614, -0.46646, 1.42223], [3.69896, 1.61433, 0.31442], [5.27529, -0.06264, -1.75012], [6.11288, 0.93404, -0.52229], [3.57870, 1.91744, -3.31130], [4.97816, 1.03308, -3.70367], [5.04959, 2.78907, -3.80946], [1.95229, 0.20022, -0.76392], [3.09113, -0.30923, -1.76077], [1.10518, 3.29578, 5.35299], [1.67361, 2.39442, 4.29761], [2.91285, 1.58914, 4.77470], [3.99938, 2.48780, 4.86701], [4.73505, 2.36133, 6.06620], [0.66635, 1.49944, 3.64603], [0.20572, 3.81257, 5.01491], [1.84159, 4.04356, 5.65251], [0.95976, 2.68503, 6.24999], [2.09439, 2.92433, 3.43973], [3.10204, 0.91056, 3.93669], [2.57891, 1.05910, 5.67050], [4.21388, 2.74872, 6.94702], [5.69109, 2.87282, 5.97141], [4.95428, 1.31629, 6.30845], [1.22068, 0.93337, 3.00493], [0.29239, 2.23994, 3.04704], [-0.31103, -3.61509, -4.60646], [-0.98842, -3.41915, -3.21220], [-1.33887, -4.71357, -2.52352], [-2.18502, -5.47515, -3.37019], [-2.84111, -6.53751, -2.72439], [0.02951, -2.66307, -2.47031], [-1.13047, -4.00766, -5.21032], [0.62478, -4.15663, -4.48272], [-0.08255, -2.61440, -4.97016], [-1.87612, -2.81985, -3.43423], [-1.75807, -4.46569, -1.54310], [-0.40417, -5.28481, -2.46471], [-2.08881, -7.20410, -2.29326], [-3.46482, -7.06714, -3.44417], [-3.55480, -6.22296, -1.95440], [-0.30876, -2.56496, -1.49923], [0.85928, -3.23991, -2.39706], [3.15789, -3.62708, 2.94075], [2.47768, -3.83579, 1.59666], [2.88469, -5.18338, 1.06615], [2.38152, -5.44789, -0.26251], [3.06071, -4.67298, -1.26169], [1.03120, -3.75040, 1.86057], [4.24455, -3.74776, 3.02555], [2.86102, -4.30894, 3.74513], [2.98735, -2.64197, 3.38374], [2.74889, -2.96127, 0.99343], [2.42836, -5.92178, 1.72925], [3.95170, -5.38415, 1.18835], [2.59697, -4.91309, -2.21729], [4.13661, -4.84790, -1.27902], [2.90042, -3.59760, -1.14007], [0.87797, -2.74478, 1.91932], [0.68162, -4.02086, 0.93888]]
}

# 3
{
  "formula": "C21H17AsClF12N3O4PtS2",
  "method": "ωB97M-V/def2-TZVPD",
  "de_lowest_kj_mol": 61.0,
  "total_charge": 1,
  "spin_multiplicity": 6,
  "e_homo_ev": [-11.51, -12.51],
  "elements": ["Pt", "C", "N", "C", "C", "C", "C", "C", "N", "C", "C", "C", "C", "C", "C", "H", "H", "H", "H", "H", "H", "H", "H", "H", "H", "H", "F", "C", "F", "F", "S", "O", "O", "N", "S", "O", "O", "C", "F", "F", "F", "F", "As", "F", "F", "F", "F", "F", "Cl", "C", "C", "C", "C", "C", "C", "C", "H", "H", "H", "H", "H", "H"],
  "positions_angstrom": [[0.01149, 0.66057, -0.04211], [2.81336, 0.30464, 1.88510], [1.51480, 0.94694, 1.67406], [1.05638, 1.72345, 2.58881], [-0.25455, 2.27511, 2.43277], [-1.00324, 3.17031, 3.24856], [-2.18488, 3.35330, 2.60550], [-2.13314, 2.54362, 1.39273], [-0.98376, 1.91845, 1.31986], [2.71277, -1.19805, 1.78099], [3.47030, -1.89552, 0.84688], [3.37600, -3.27913, 0.75599], [2.52030, -3.97046, 1.60031], [1.77192, -3.27971, 2.54564], [1.87033, -1.90122, 2.63557], [3.19703, 0.59763, 2.86565], [3.50639, 0.68519, 1.13368], [1.62666, 1.95037, 3.48690], [-0.66966, 3.61026, 4.17399], [-3.01613, 3.97407, 2.89839], [-2.89841, 2.43588, 0.64203], [4.16768, -1.36173, 0.20791], [3.98627, -3.81557, 0.04041], [2.44929, -5.04845, 1.53528], [1.11332, -3.81686, 3.21584], [1.27557, -1.36881, 3.37025], [-1.82329, -3.67920, 0.38812], [-2.44158, -3.02970, 1.36721], [-2.07575, -3.54271, 2.53203], [-3.74794, -3.13024, 1.22109], [-1.94569, -1.23378, 1.34049], [-0.54862, -1.32449, 0.84783], [-2.13578, -0.71155, 2.64779], [-2.86264, -0.51137, 0.29524], [-2.71813, -0.76115, -1.25914], [-1.44315, -0.22980, -1.76187], [-3.08705, -2.06468, -1.70478], [-3.97731, 0.43617, -1.87513], [-5.17948, 0.09886, -1.45800], [-3.92280, 0.39489, -3.20129], [-3.67750, 1.66136, -1.45815], [-0.00239, 2.50960, -1.40458], [0.11374, 4.31209, -1.20274], [1.72919, 4.15999, -1.80151], [0.70895, 3.99159, 0.40070], [0.22653, 5.99519, -1.00255], [-1.50700, 4.26236, -0.58052], [-0.48535, 4.41078, -2.81299], [0.99316, 1.75858, -4.06605], [0.73759, 0.20519, -3.53588], [-0.06186, -0.66439, -4.34753], [-0.25653, -1.98258, -4.00499], [0.34450, -2.46057, -2.85161], [1.13081, -1.61655, -2.01799], [1.32197, -0.26004, -2.30617], [2.00885, 0.56290, -1.38846], [-0.50478, -0.25089, -5.24519], [-0.86861, -2.62603, -4.61942], [0.20877, -3.49440, -2.55943], [1.56932, -2.02655, -1.11374], [2.24583, 1.59309, -1.61315], [2.63792, 0.03376, -0.68867]]
}